# 1
{"formula": "C29H31BaF5N9O9SSe", "method": "wB97M-V/def2-TZVPD", "symbols": ["Ba", "C", "O", "C", "C", "O", "C", "H", "H", "H", "H", "H", "H", "H", "H", "H", "H", "S", "C", "C", "C", "C", "C", "C", "C", "C", "C", "N", "H", "H", "H", "H", "H", "H", "N", "N", "C", "N", "N", "N", "O", "O", "H", "H", "H", "H", "H", "O", "C", "C", "C", "C", "C", "C", "C", "O", "N", "O", "O", "H", "H", "H", "H", "C", "N", "C", "N", "O", "H", "H", "H", "H", "H", "H", "F", "C", "C", "F", "C", "F", "C", "Se", "C", "F", "C", "F"], "xyz": [[-0.16227, 0.86423, -0.16403], [-0.84166, -1.87379, -2.51099], [-0.67990, -0.46152, -2.62978], [0.14899, -0.08074, -3.71307], [1.60357, 0.02631, -3.29682], [1.82752, 1.09168, -2.38572], [1.81789, 2.37466, -2.98626], [-1.26727, -2.28018, -3.43465], [-1.52920, -2.05339, -1.68875], [0.09917, -2.37314, -2.27020], [-0.22182, 0.88507, -4.06246], [0.05044, -0.79810, -4.53581], [2.23888, 0.15344, -4.18317], [1.91236, -0.88050, -2.77270], [2.53726, 2.41854, -3.81178], [2.10961, 3.08518, -2.21490], [0.82538, 2.65431, -3.35115], [-4.15545, 3.81409, -2.02616], [-2.80417, 4.78142, -2.40949], [-1.63755, 4.18638, -2.02740], [-1.75880, 2.90184, -1.39374], [-3.09592, 2.58320, -1.33300], [-3.72860, 1.38638, -0.75833], [-5.12030, 1.20549, -0.75264], [-5.66419, 0.06444, -0.20023], [-4.82745, -0.90066, 0.34565], [-3.46808, -0.65546, 0.30544], [-2.93219, 0.44545, -0.22159], [-2.94028, 5.73618, -2.89606], [-0.68449, 4.67833, -2.19529], [-5.76512, 1.95827, -1.18524], [-6.73835, -0.07624, -0.20034], [-5.20680, -1.81529, 0.77838], [-2.76687, -1.38281, 0.70979], [1.99767, 0.05386, 3.23265], [2.29050, -1.31749, 3.26394], [1.45188, -2.27931, 3.67474], [1.89676, -3.54696, 3.53956], [0.30658, -1.84621, 4.20660], [-0.56566, -2.77072, 4.68049], [-0.23305, -3.92536, 4.93363], [-1.69286, -2.34824, 4.90474], [1.28414, 0.22190, 3.93262], [1.59609, 0.27051, 2.32339], [3.19584, -1.57602, 2.90874], [2.33632, -3.72860, 2.64409], [1.21372, -4.24456, 3.79626], [2.03630, 2.30248, 0.50644], [3.23872, 2.07982, 0.44573], [3.90718, 0.80374, 0.33508], [5.30024, 0.82610, 0.37872], [6.02127, -0.34240, 0.32986], [5.36728, -1.58818, 0.23677], [4.00678, -1.64302, 0.18343], [3.20012, -0.44994, 0.21719], [1.94620, -0.52252, 0.15737], [7.46548, -0.29113, 0.37801], [8.07969, -1.34672, 0.36484], [8.00795, 0.80213, 0.44794], [3.93477, 2.94049, 0.49007], [5.82635, 1.76897, 0.46038], [5.96518, -2.48817, 0.20103], [3.47028, -2.58118, 0.09012], [-2.83095, 3.45004, 2.05080], [-2.89807, 2.29935, 2.93028], [-1.95877, 1.32342, 2.96349], [-2.14353, 0.33277, 3.86412], [-0.96106, 1.34110, 2.22516], [-2.59136, 4.35975, 2.60534], [-3.77666, 3.58364, 1.52562], [-2.06339, 3.28204, 1.30121], [-3.64252, 2.25492, 3.60270], [-3.03474, 0.18268, 4.30110], [-1.50782, -0.45442, 3.86333], [-1.22640, -8.17526, -2.96276], [-0.86508, -7.13108, -2.20024], [0.43792, -7.00002, -1.75636], [1.34517, -7.93016, -2.09376], [0.79790, -5.91926, -0.97353], [2.08129, -5.86188, -0.58411], [-0.09979, -4.92272, -0.58781], [0.42251, -3.43815, 0.45712], [-1.40212, -5.09786, -1.05588], [-2.36210, -4.20799, -0.74385], [-1.78816, -6.16696, -1.84365], [-3.05768, -6.28013, -2.26601]], "forces_ev_per_a": [[0.03, -0.18, -0.45], [-0.06, 0.00, -0.08], [-0.01, -0.03, -0.04], [-0.01, 0.02, 0.00], [0.03, 0.00, 0.00], [-0.12, 0.05, 0.02], [0.00, 0.01, 0.00], [0.00, 0.02, -0.01], [0.01, 0.00, 0.01], [0.01, 0.00, -0.02], [0.00, 0.00, -0.01], [0.01, -0.01, 0.00], [0.00, 0.00, 0.00], [0.00, 0.00, 0.00], [0.00, 0.00, 0.00], [0.00, 0.00, 0.00], [0.00, 0.00, 0.00], [0.01, 0.00, 0.01], [0.00, 0.00, -0.01], [0.02, 0.00, 0.01], [-0.11, -0.03, -0.03], [-0.04, 0.00, -0.05], [-0.04, -0.01, -0.02], [0.01, 0.01, 0.02], [0.00, -0.01, 0.00], [0.00, 0.01, -0.01], [0.02, -0.02, 0.01], [-0.08, 0.05, -0.03], [0.00, 0.00, 0.00], [0.00, 0.00, 0.00], [0.00, 0.00, 0.00], [0.00, 0.00, 0.00], [0.00, 0.00, 0.00], [0.00, 0.00, -0.01], [0.06, -0.04, 0.03], [-0.11, -0.06, -0.07], [0.14, 0.07, -0.04], [0.12, -0.06, -0.14], [-0.08, -0.02, -0.03], [0.01, 0.11, 0.19], [-0.16, -0.07, 0.04], [0.00, -0.06, -0.06], [0.00, 0.04, 0.00], [-0.05, -0.04, 0.04], [0.00, 0.00, 0.01], [-0.01, 0.04, -0.01], [0.01, 0.02, 0.03], [0.16, 0.07, -0.01], [0.01, -0.01, 0.04], [0.03, 0.00, 0.01], [-0.01, 0.00, -0.02], [0.01, 0.00, -0.03], [-0.02, -0.01, -0.01], [0.00, 0.01, -0.03], [0.01, -0.01, 0.00], [0.31, -0.01, 0.21], [-0.02, 0.00, 0.16], [0.01, -0.01, -0.06], [0.01, 0.01, -0.06], [0.00, 0.00, 0.03], [0.00, 0.00, 0.00], [0.00, 0.00, 0.00], [0.00, 0.00, 0.01], [0.00, 0.00, 0.00], [-0.03, -0.01, -0.02], [0.03, -0.08, 0.05], [-0.01, 0.05, -0.06], [-0.08, 0.14, 0.35], [0.00, 0.00, 0.00], [0.00, 0.00, 0.00], [0.00, 0.00, 0.00], [0.00, 0.00, 0.00], [0.01, 0.00, 0.01], [0.02, 0.02, 0.04], [0.00, 0.00, -0.01], [0.00, 0.01, 0.01], [0.00, 0.00, 0.00], [0.00, 0.00, -0.01], [0.01, 0.00, 0.00], [-0.01, 0.00, 0.00], [-0.09, 0.00, 0.05], [0.05, 0.05, 0.04], [0.00, 0.00, 0.00], [0.00, 0.00, 0.01], [0.00, 0.00, 0.00], [0.00, 0.00, 0.00]], "homo_ev": -4.46, "charge": -1}

***

# 2
{"formula": "C29H31Br2F14IO23SSi", "method": "wB97M-V/def2-TZVPD", "symbols": ["C", "C", "C", "F", "Si", "I", "C", "C", "C", "F", "Br", "C", "F", "F", "Br", "S", "O", "O", "C", "F", "F", "F", "H", "H", "H", "H", "H", "H", "H", "H", "H", "H", "O", "C", "O", "C", "C", "F", "O", "H", "H", "H", "O", "C", "O", "C", "C", "F", "O", "H", "H", "H", "O", "C", "O", "C", "C", "F", "O", "H", "H", "H", "O", "C", "O", "C", "C", "F", "O", "H", "H", "H", "O", "C", "O", "C", "C", "F", "O", "H", "H", "H", "O", "C", "O", "C", "C", "F", "O", "H", "H", "H", "O", "C", "O", "C", "C", "F", "O", "H", "H", "H"], "xyz": [[4.90631, 5.46354, 4.33761], [4.15952, 6.00235, 3.11286], [2.75910, 5.44007, 2.93390], [2.00141, 5.68791, 4.09752], [2.54213, 3.56629, 2.57712], [2.24797, 2.37309, 4.67069], [1.22376, 3.14562, 1.32263], [-0.09717, 2.53394, 1.80686], [-1.26888, 3.43066, 2.24861], [-2.35678, 3.13650, 1.43876], [-0.92715, 5.33398, 2.07684], [-1.81074, 3.18886, 3.68968], [-3.00838, 3.79674, 3.81916], [-0.97893, 3.70443, 4.61562], [-2.05024, 1.29940, 4.01260], [4.40859, 2.67840, 1.58638], [3.94068, 1.82284, 0.50872], [5.37903, 3.72048, 1.33746], [5.29996, 1.47556, 2.71583], [6.37493, 1.06576, 2.04021], [4.53316, 0.41354, 2.99496], [5.68512, 2.04886, 3.85730], [5.96649, 5.72934, 4.28691], [4.49788, 5.90581, 5.25507], [4.81050, 4.37821, 4.45008], [4.73438, 5.85869, 2.19294], [4.03427, 7.09009, 3.23431], [2.25960, 5.97341, 2.10878], [1.69243, 2.38106, 0.68445], [1.06860, 4.01401, 0.66714], [-0.50804, 1.96204, 0.97048], [0.12405, 1.79552, 2.58450], [-0.63854, -1.03278, 1.68372], [-0.82707, -1.85861, 2.51717], [-0.53062, -3.16692, 2.40529], [-0.70147, -3.78444, 3.68624], [-1.66954, -2.83937, 4.36888], [-1.45424, -2.73199, 5.69759], [-1.35323, -1.60534, 3.74513], [0.25998, -3.78666, 4.20308], [-1.07133, -4.79557, 3.57220], [-2.72434, -3.06308, 4.19938], [-2.88990, 2.65091, -4.43053], [-2.93930, 1.94147, -3.47530], [-3.73827, 0.86512, -3.34430], [-3.39458, 0.18843, -2.11741], [-2.74261, 1.30684, -1.32940], [-1.74631, 0.84652, -0.54038], [-2.19916, 2.11983, -2.35658], [-2.68041, -0.60227, -2.33418], [-4.27643, -0.23559, -1.64998], [-3.41350, 1.91695, -0.72286], [-1.53055, -6.13885, 1.96899], [-0.49595, -6.28618, 1.39310], [-0.30610, -5.98386, 0.10088], [1.10133, -6.00556, -0.16539], [1.62667, -6.89935, 0.94498], [2.80867, -6.45939, 1.40858], [0.64548, -6.72309, 1.96193], [1.48954, -4.99643, -0.04073], [1.29605, -6.37189, -1.16810], [1.68030, -7.96166, 0.70148], [2.23914, 4.53978, -8.15773], [1.36407, 4.38866, -7.37241], [0.65382, 3.25226, -7.20344], [-0.19718, 3.40430, -6.06294], [-0.30735, 4.91202, -5.95605], [-0.39476, 5.34826, -4.67849], [0.91939, 5.34599, -6.51217], [0.29889, 2.99857, -5.17952], [-1.14276, 2.90119, -6.21650], [-1.12741, 5.35033, -6.52770], [-4.52925, -2.98516, -1.85728], [-4.69198, -3.79493, -1.00844], [-4.40128, -5.09983, -1.13698], [-4.53009, -5.73202, 0.13464], [-5.47597, -4.78984, 0.85604], [-5.21936, -4.70192, 2.18374], [-5.18008, -3.54814, 0.24165], [-3.56068, -5.75144, 0.63373], [-4.90847, -6.74231, 0.01226], [-6.53737, -5.00886, 0.72588], [3.73311, -3.73419, 1.98785], [3.08402, -2.83654, 1.56242], [3.42513, -1.53200, 1.57713], [2.46536, -0.78712, 0.81651], [1.25271, -1.70043, 0.85093], [0.53746, -1.66468, -0.29269], [1.85403, -2.98096, 0.98394], [2.82286, -0.68160, -0.20915], [2.30301, 0.19046, 1.26090], [0.57734, -1.53757, 1.69240], [-1.31389, -2.17105, -3.17440], [-1.41862, -1.72424, -4.26783], [-2.41504, -2.00684, -5.13105], [-2.29749, -1.14751, -6.26589], [-0.82975, -0.76386, -6.21494], [-0.60574, 0.49524, -6.65223], [-0.54944, -0.83882, -4.83032], [-2.92187, -0.26311, -6.12136], [-2.59051, -1.67809, -7.16626], [-0.15744, -1.43714, -6.74970]], "forces_ev_per_a": [[-0.16, 0.13, 0.15], [-0.05, 0.40, 0.25], [0.23, 0.01, -0.13], [0.09, -0.02, -0.28], [-0.22, 0.16, 0.54], [0.01, 0.00, -0.17], [0.04, -0.07, -0.33], [0.10, -0.13, -0.14], [-0.28, -0.26, -0.05], [0.40, 0.18, 0.17], [-0.04, -0.03, 0.00], [-0.11, 0.30, 0.00], [0.45, -0.10, 0.04], [-0.22, -0.23, -0.34], [-0.06, 0.13, 0.12], [0.09, -0.05, -0.35], [0.23, 0.36, 0.32], [-0.17, -0.20, 0.00], [0.06, -0.53, 0.09], [-0.26, 0.14, 0.24], [0.33, 0.61, -0.08], [-0.07, -0.03, -0.27], [-0.16, -0.14, -0.02], [0.05, -0.12, -0.20], [0.16, 0.12, -0.14], [-0.15, -0.14, 0.12], [0.06, -0.21, -0.08], [0.02, -0.15, 0.18], [-0.07, 0.19, 0.09], [0.01, -0.16, 0.16], [-0.03, 0.05, 0.18], [-0.18, 0.19, -0.03], [-5.56, 1.92, 1.67], [-2.40, -0.70, 1.59], [-0.18, 0.53, -0.26], [0.12, -0.15, 0.46], [0.10, -0.13, -0.10], [0.10, 0.03, -0.04], [-0.12, 0.17, -0.22], [-0.04, 0.02, 0.08], [-0.06, 0.05, -0.16], [0.00, 0.00, 0.08], [0.04, -0.22, 0.00], [0.03, 0.06, -0.11], [0.01, -0.06, -0.04], [-0.10, 0.07, 0.05], [-0.06, -0.16, -0.13], [0.16, 0.00, -0.05], [0.00, 0.24, 0.17], [0.05, -0.03, 0.18], [-0.12, 0.07, -0.14], [0.02, -0.06, 0.09], [-0.14, -0.29, 0.04], [0.10, 0.50, -0.21], [-0.14, -0.14, -0.04], [0.13, 0.04, -0.04], [-0.11, 0.32, -0.07], [0.07, -0.23, 0.03], [-0.19, -0.24, 0.05], [0.11, -0.01, -0.01], [-0.16, -0.09, 0.00], [0.20, 0.01, 0.06], [-0.07, -0.03, 0.11], [0.12, -0.03, 0.01], [0.01, -0.07, -0.05], [-0.05, 0.04, 0.12], [0.03, -0.05, -0.06], [0.10, -0.04, 0.06], [-0.08, 0.16, -0.15], [-0.03, 0.03, 0.04], [-0.01, 0.00, -0.12], [-0.06, 0.02, 0.10], [-0.17, 0.23, 0.14], [0.36, 0.00, -0.04], [0.01, -0.22, -0.17], [0.02, -0.11, 0.20], [0.10, 0.03, -0.14], [0.11, 0.05, 0.01], [-0.28, 0.09, -0.07], [0.01, -0.01, 0.09], [-0.07, 0.04, -0.09], [0.00, -0.01, 0.09], [0.05, 0.11, 0.06], [-0.47, 0.12, -0.46], [0.06, -0.08, 0.06], [-0.18, -0.28, -0.44], [3.00, -0.54, -0.08], [0.19, -0.11, -0.26], [0.84, -0.73, -0.09], [0.08, 0.17, 0.01], [0.08, -0.13, 0.09], [4.30, -0.51, -1.91], [0.06, 0.07, -0.12], [-0.07, -0.01, 0.12], [-0.07, -0.07, 0.00], [0.01, 0.10, -0.06], [-0.06, -0.09, 0.01], [-0.05, 0.07, 0.07], [0.17, -0.11, -0.04], [0.03, 0.02, -0.03], [0.02, -0.08, 0.04], [0.01, 0.06, -0.06]], "homo_ev": -9.95, "charge": 0}

***

# 3
{"formula": "C29H31CuN3OSTe", "method": "wB97M-V/def2-TZVPD", "symbols": ["Cu", "C", "C", "C", "C", "C", "C", "Te", "N", "C", "O", "C", "C", "C", "C", "C", "C", "C", "C", "C", "C", "C", "C", "C", "C", "C", "C", "C", "C", "H", "H", "H", "H", "H", "H", "H", "H", "H", "H", "H", "H", "H", "H", "H", "H", "H", "H", "H", "H", "H", "H", "H", "H", "H", "H", "H", "S", "C", "N", "C", "C", "C", "N", "H", "H", "H", "H"], "xyz": [[1.46817, -3.12974, -1.43266], [-3.14432, 5.94276, 1.10788], [-2.59538, 4.54573, 1.00327], [-1.45016, 4.16804, 1.68986], [-0.93163, 2.87985, 1.60768], [0.30485, 2.55791, 2.40276], [-1.56959, 1.92813, 0.79500], [-0.78510, -0.06694, 0.67156], [0.61786, -2.62248, 0.38373], [1.02590, -3.76534, 0.79561], [1.67274, -4.51403, -0.07128], [0.82125, -4.26982, 2.18054], [0.11309, -3.51459, 3.11038], [-0.06132, -3.98910, 4.40009], [0.47202, -5.21929, 4.76648], [1.17898, -5.97266, 3.83993], [1.35390, -5.49922, 2.54738], [1.08131, 0.52183, -0.15263], [2.27870, 0.23707, 0.51166], [2.37079, -0.42562, 1.85979], [3.48483, 0.59133, -0.09676], [3.53636, 1.22779, -1.32339], [4.84735, 1.60007, -1.96071], [2.33389, 1.51951, -1.95526], [1.11061, 1.17422, -1.39878], [-0.13838, 1.51327, -2.16687], [-2.73285, 2.29260, 0.10032], [-3.51280, 1.35814, -0.79397], [-3.22295, 3.59131, 0.21914], [-2.54020, 6.55328, 1.77807], [-4.16731, 5.93574, 1.48815], [-3.16293, 6.43166, 0.13207], [-0.94518, 4.89494, 2.31746], [0.54966, 3.37776, 3.07760], [1.16281, 2.38559, 1.75032], [0.16657, 1.65005, 2.99229], [-0.29652, -2.55676, 2.81083], [-0.61265, -3.40007, 5.12202], [0.33631, -5.58862, 5.77521], [1.59553, -6.93030, 4.12553], [1.90229, -6.06696, 1.80766], [1.40903, -0.47457, 2.36413], [3.07220, 0.11952, 2.49479], [2.73393, -1.44882, 1.75394], [4.41070, 0.36231, 0.42147], [5.68761, 1.30877, -1.33161], [4.90987, 2.67638, -2.13163], [4.96546, 1.10910, -2.92876], [2.34842, 2.02375, -2.91696], [0.11981, 1.91384, -3.14983], [-0.74167, 2.25678, -1.64569], [-0.76866, 0.62865, -2.29365], [-3.02256, 0.39542, -0.91738], [-3.64565, 1.80559, -1.78225], [-4.50871, 1.17969, -0.38298], [-4.12446, 3.85899, -0.32497], [1.48556, -1.78259, -3.21624], [-0.15414, -1.88855, -3.52420], [-0.72147, -1.02542, -4.42708], [-2.04511, -0.99847, -4.69184], [-2.86602, -1.86504, -4.05007], [-2.24651, -2.75034, -3.13879], [-0.96527, -2.76966, -2.88810], [-0.09797, -0.37039, -4.87774], [-2.37485, -0.26392, -5.41239], [-3.92913, -1.87673, -4.22641], [-2.84690, -3.47134, -2.59372]], "forces_ev_per_a": [[0.03, -0.03, 0.07], [0.00, 0.01, 0.00], [0.01, 0.00, 0.00], [0.00, 0.00, 0.00], [0.03, -0.01, 0.02], [0.01, 0.01, 0.00], [-0.02, -0.07, -0.01], [-0.05, 0.03, -0.06], [-0.02, -0.02, -0.01], [-0.02, 0.00, 0.03], [0.02, 0.06, -0.06], [0.02, -0.02, 0.00], [-0.01, 0.02, -0.01], [0.01, 0.00, 0.00], [0.00, 0.01, 0.00], [0.00, 0.00, 0.00], [0.00, 0.00, 0.00], [-0.03, 0.02, -0.03], [0.00, -0.01, -0.01], [0.00, -0.01, 0.00], [-0.01, 0.01, -0.01], [0.02, 0.00, 0.01], [0.01, -0.01, -0.01], [-0.03, 0.04, 0.01], [0.03, 0.01, 0.05], [0.02, -0.06, -0.03], [-0.01, 0.01, 0.01], [0.00, -0.01, 0.00], [0.01, -0.01, -0.02], [0.00, 0.00, 0.00], [0.00, 0.00, 0.00], [0.00, 0.00, 0.00], [0.00, 0.00, 0.00], [0.00, 0.00, 0.00], [-0.01, 0.01, 0.00], [0.00, 0.00, 0.00], [0.01, 0.00, 0.00], [0.00, 0.00, 0.00], [0.00, 0.00, 0.00], [0.00, 0.00, 0.00], [0.00, 0.00, 0.00], [0.00, 0.00, 0.00], [0.01, -0.01, -0.01], [-0.02, -0.01, 0.00], [0.00, 0.00, 0.00], [0.00, 0.00, 0.00], [0.00, 0.00, 0.00], [0.00, 0.00, 0.00], [0.01, -0.01, 0.00], [0.00, 0.00, 0.00], [0.00, 0.02, -0.01], [-0.01, 0.04, 0.06], [0.01, 0.00, 0.00], [-0.01, 0.01, 0.01], [0.00, -0.01, 0.01], [0.00, 0.00, 0.00], [0.11, -0.07, -0.09], [-0.12, 0.08, 0.13], [0.02, -0.10, -0.07], [0.02, 0.03, 0.00], [0.00, -0.01, 0.02], [-0.03, 0.04, 0.02], [0.04, -0.03, -0.05], [0.00, 0.02, 0.03], [-0.01, -0.01, 0.00], [0.00, 0.01, 0.00], [0.01, -0.01, 0.00]], "spin_multiplicity": 2, "homo_ev": [-7.22, -7.24], "charge": 0}

***

ΔE to the lowest compared entry with this formula, charge and spin values (in eV) by entry order: 0.000, 2.245, 0.121.
Calculated total energy values (in eV) by entry order: -152875.415, -282611.363, -99861.333.